This record from OMol25 describes a 2-piece molecular cluster, C31H35ClNO6S overall in a non-equilibrium geometry. The level of theory is wB97M-V/def2-TZVPD.

total charge	-1
max |F|	0.059	hartree/bohr
LUMO energy	0.0336	Ha
ΔE to the lowest compared entry with this formula, charge and spin	33.9	kJ/mol

```
75
Properties=species:S:1:pos:R:3:lowdin_charge:R:1
C 7.907 1.925 1.720 -0.0700
O 7.702 0.498 1.697 -0.1004
C 6.427 0.016 1.688 -0.2707
C 6.295 -1.399 1.712 -0.0081
C 5.038 -1.967 1.836 -0.0290
C 3.856 -1.187 1.997 -0.2173
C 2.580 -1.817 2.248 -0.0080
C 1.368 -1.152 2.346 -0.1257
C 0.066 -1.667 2.475 -0.1121
C -1.107 -0.854 2.235 -0.2632
C -2.384 -1.461 2.151 0.0107
C -3.537 -0.761 1.882 -0.0647
C -4.923 -1.473 1.769 -0.5477
C -5.744 -1.099 3.006 -0.0532
C -4.796 -2.995 1.753 -0.0844
C -5.666 -1.068 0.490 -0.0552
C -3.483 0.704 1.788 -0.2882
O -4.541 1.397 1.764 -0.0275
C -2.168 1.350 1.851 -0.0623
C -2.103 2.906 1.745 -0.5440
C -2.777 3.443 0.473 -0.0554
C -0.678 3.451 1.728 -0.0893
C -2.768 3.512 2.987 -0.0537
C -1.055 0.565 2.074 0.0205
C 4.008 0.215 1.835 -0.0173
C 5.259 0.828 1.715 -0.0129
H 8.989 2.038 1.727 0.0874
H 7.479 2.401 0.830 0.0914
H 7.470 2.360 2.626 0.0937
H 7.211 -1.994 1.662 0.1174
H 4.964 -3.050 1.854 0.1109
H 2.581 -2.908 2.241 0.1192
H 1.427 -0.062 2.463 0.0928
H -0.086 -2.748 2.569 0.1258
H -2.400 -2.548 2.168 0.1083
H -5.911 -0.020 3.042 0.0760
H -6.706 -1.621 2.993 0.0796
H -5.200 -1.399 3.909 0.0905
H -4.206 -3.334 0.896 0.0860
H -4.347 -3.368 2.679 0.0832
H -5.798 -3.435 1.667 0.0815
H -5.073 -1.358 -0.386 0.0859
H -6.630 -1.594 0.446 0.0796
H -5.839 0.011 0.469 0.0721
H -3.836 3.174 0.440 0.0734
H -2.682 4.539 0.455 0.0796
H -2.268 3.039 -0.412 0.0858
H -0.135 3.196 2.644 0.0835
H -0.120 3.104 0.854 0.0843
H -0.737 4.547 1.673 0.0808
H -2.263 3.140 3.887 0.0908
H -2.668 4.604 2.964 0.0796
H -3.827 3.244 3.039 0.0768
H -0.076 1.033 1.980 0.0905
H 3.143 0.866 1.843 0.1022
H 5.363 1.920 1.673 0.1018
O -0.871 -6.172 12.844 0.0365
N -0.270 -5.087 12.639 -0.3179
O 0.159 -4.326 13.544 0.0359
C -0.060 -4.688 11.277 -0.1664
C 0.609 -3.484 10.979 0.0060
C 0.869 -3.121 9.654 -0.0435
C 0.465 -3.939 8.585 -0.2151
S 0.965 -3.506 6.832 0.5517
C -0.348 -2.675 6.038 -0.8115
Cl -0.121 -1.330 5.061 0.6926
O 2.099 -2.622 7.012 -0.3880
O 1.186 -4.811 6.245 -0.3733
C -0.238 -5.124 8.882 -0.0441
C -0.506 -5.490 10.206 0.0048
H 0.926 -2.856 11.807 0.1128
H 1.430 -2.209 9.477 0.1124
H -1.330 -2.729 6.525 0.0008
H -0.555 -5.803 8.095 0.1129
H -1.047 -6.402 10.445 0.1124
```


This record from OMol25 describes C22H20BrN2NaO5S2Si as an isolated structure. The level of theory is wB97M-V/def2-TZVPD.

total charge	-2
max |F|	0.002	hartree/bohr
LUMO energy	0.1399	Ha
ΔE to the lowest compared entry with this formula, charge and spin	16.5	kJ/mol

```
54
Properties=species:S:1:pos:R:3:nbo_charge:R:1
Na 0.472 0.490 0.116 0.9049
C -2.996 5.031 -2.666 -1.1193
Si -2.908 3.406 -3.604 1.6693
C -4.374 2.315 -3.179 -1.1195
C -3.136 3.865 -5.430 -1.1174
C -1.257 2.552 -3.443 -0.5901
C -0.466 2.307 -4.554 -0.1386
C 0.747 1.635 -4.438 -0.3515
C 1.134 1.246 -3.167 0.0745
N 0.422 1.488 -2.074 -0.5423
C -0.781 2.097 -2.176 0.1081
S -1.720 2.266 -0.739 -0.4721
H -3.969 5.508 -2.823 0.2095
H -2.221 5.715 -3.022 0.2217
H -2.846 4.864 -1.601 0.2681
H -5.310 2.843 -3.388 0.2087
H -4.341 2.031 -2.128 0.2677
H -4.356 1.403 -3.781 0.2257
H -4.080 4.402 -5.556 0.2175
H -3.166 2.982 -6.073 0.2220
H -2.334 4.516 -5.788 0.2212
H -0.798 2.630 -5.537 0.1882
H 1.364 1.409 -5.297 0.1973
H 2.057 0.697 -3.009 0.1977
O 3.901 1.152 2.484 -0.6388
C 2.802 0.823 2.902 0.6303
N 1.593 1.187 2.404 -0.9421
S 0.381 0.656 3.306 2.2909
O -0.504 -0.182 2.521 -0.9836
O -0.260 1.686 4.090 -0.9615
C 1.349 -0.342 4.411 -0.2277
C 0.968 -1.189 5.432 -0.2239
C 1.978 -1.834 6.137 -0.2173
C 3.317 -1.618 5.819 -0.2239
C 3.675 -0.758 4.788 -0.1734
C 2.668 -0.124 4.084 -0.1434
H -0.077 -1.349 5.665 0.2208
H 1.723 -2.519 6.936 0.2008
H 4.084 -2.139 6.379 0.1985
H 4.709 -0.583 4.517 0.2255
Br -0.065 -6.870 3.414 -0.0285
C 0.423 -5.571 2.095 -0.0648
C 1.014 -6.002 0.919 -0.2792
C 1.366 -5.055 -0.031 -0.2047
C 1.129 -3.700 0.180 -0.0615
C 0.534 -3.302 1.371 -0.1852
C 0.177 -4.234 2.339 -0.2685
C 1.534 -2.669 -0.891 0.7502
O 2.110 -3.120 -1.894 -0.7425
O 1.239 -1.481 -0.619 -0.8146
H 1.196 -7.057 0.754 0.2063
H 1.836 -5.337 -0.965 0.2365
H 0.344 -2.251 1.547 0.2552
H -0.282 -3.914 3.265 0.2190
```


This record from OMol25 describes one molecule with the formula C6H10BNO in a non-equilibrium geometry. The level of theory is wB97M-V/def2-TZVPD.

max |F|	0.076	hartree/bohr
LUMO energy	-0.0124	Ha
ΔE to the lowest compared entry with this formula, charge and spin	378.5	kJ/mol

```
19
Properties=species:S:1:pos:R:3:nbo_charge:R:1
B 0.877 -0.022 -1.337 0.9928
C -2.013 -0.936 0.922 -0.3846
C -1.526 -0.081 1.942 -0.3158
C -1.377 -1.039 -0.321 0.1202
C -0.541 0.770 1.795 0.3828
C 1.109 -0.946 -2.596 -0.9800
C 0.536 1.566 2.103 -0.7657
N -0.264 -0.345 -0.579 -0.7865
O 1.645 1.064 -1.046 -0.8847
H -2.862 -1.503 1.190 0.2082
H -2.002 -0.096 2.875 0.2627
H -1.972 -1.528 -1.118 0.1844
H 2.054 -1.610 -2.515 0.2259
H 1.235 -0.453 -3.510 0.2208
H 0.181 -1.550 -2.677 0.2246
H 0.602 1.592 3.218 0.2644
H 1.547 1.316 1.758 0.2969
H 0.428 2.566 1.654 0.2410
H 2.343 1.236 -1.759 0.4927
```


This record from OMol25 describes one molecule with the formula C4H10O2 in a non-equilibrium geometry. The level of theory is wB97M-V/def2-TZVPD.

structure (SMILES)	C[C@@H](O)CCO
max |F|	0.048	hartree/bohr
LUMO energy	0.0333	Ha
ΔE to the lowest compared entry with this formula, charge and spin	173.5	kJ/mol

```
16
Properties=species:S:1:pos:R:3:nbo_charge:R:1
C 0.113 -1.507 -1.301 -0.6191
C 0.177 -0.501 -0.169 0.1587
O 1.170 -0.706 0.781 -0.7554
C 0.171 0.980 -0.564 -0.4666
C 0.040 1.784 0.761 -0.0816
O -0.263 0.890 1.854 -0.7120
H 0.080 -2.516 -0.881 0.2248
H -0.811 -1.327 -1.865 0.2102
H 0.958 -1.443 -1.992 0.2137
H -0.891 -0.630 0.342 0.0695
H 0.826 -0.038 1.523 0.4856
H -0.676 1.171 -1.230 0.2057
H 1.091 1.257 -1.095 0.2203
H -0.779 2.503 0.730 0.1824
H 0.965 2.319 1.001 0.1931
H -0.831 0.189 1.401 0.4707
```